1.
The following is a DFT calculation (ωB97M-V/def2-TZVPD) of a molecular structure, C38H38AsCaN5O11P2 in a non-equilibrium geometry.

```
96
Properties=species:S:1:pos:R:3:forces:R:3
Ca -0.7206 0.2948 1.0542 -0.798 -4.619 0.983
C -1.7315 -2.6790 -2.9460 -0.007 0.000 -0.011
C -1.2352 -2.2797 -1.6973 0.038 -0.148 0.081
N -1.9769 -1.7668 -0.7427 0.001 0.192 -0.020
C -3.2955 -1.6126 -0.9741 0.013 -0.030 -0.004
C -3.8944 -1.9880 -2.1891 -0.004 -0.015 -0.002
C -3.0689 -2.5295 -3.1885 -0.029 -0.009 0.004
C -5.3051 -1.8172 -2.3891 0.018 0.003 -0.015
C -6.0733 -1.2811 -1.4233 0.006 -0.005 0.019
C -5.4990 -0.8654 -0.1755 0.007 0.007 -0.010
C -6.2790 -0.2734 0.8302 -0.016 -0.017 -0.013
C -5.6820 0.1214 1.9948 -0.017 -0.003 0.009
C -4.3056 -0.0944 2.1459 -0.008 -0.064 -0.008
N -3.5470 -0.6584 1.2292 0.035 0.149 -0.050
C -4.1246 -1.0295 0.0683 -0.010 -0.001 0.027
H -1.0601 -3.0742 -3.6963 0.008 -0.020 0.017
H -0.1793 -2.3888 -1.4743 0.004 0.052 -0.021
H -3.5043 -2.8196 -4.1378 0.003 0.004 -0.003
H -5.7335 -2.1282 -3.3343 0.000 0.003 -0.002
H -7.1389 -1.1503 -1.5673 0.002 0.014 -0.008
H -7.3413 -0.1356 0.6661 0.004 0.020 0.000
H -6.2443 0.5949 2.7875 0.009 -0.008 0.012
H -3.8107 0.2158 3.0574 0.021 0.017 0.002
O -1.6496 -0.9644 4.3452 0.058 -0.006 -0.044
C -1.9612 -2.2263 3.7794 -0.004 0.075 -0.034
C -0.8334 -2.8396 2.9815 0.060 0.068 0.072
C -0.3313 -4.0866 3.3337 0.015 -0.023 -0.006
C 0.7168 -4.6290 2.6097 -0.017 0.006 0.004
C 1.2465 -3.8915 1.5659 0.016 -0.020 0.011
C 0.6859 -2.6565 1.2842 -0.069 -0.003 -0.051
N -0.3461 -2.1407 1.9521 0.063 -0.209 0.263
H -1.6535 -0.2791 3.6592 -0.061 0.022 -0.015
H -2.8414 -2.1574 3.1354 -0.024 -0.002 -0.002
H -2.1965 -2.8836 4.6161 -0.028 -0.013 -0.004
H -0.7545 -4.6159 4.1774 -0.009 0.008 0.000
H 1.1186 -5.6009 2.8671 0.012 0.004 0.002
H 2.0825 -4.2495 0.9797 -0.003 0.004 -0.008
H 1.0788 -2.0453 0.4811 0.001 0.029 0.000
N 0.3265 2.3208 4.4708 0.007 -0.012 -0.053
C 0.4310 2.8800 3.0417 -0.055 -0.094 -0.171
C 0.9815 4.2905 3.0814 -0.033 0.017 -0.038
P 1.6584 1.6127 2.3587 0.534 0.077 0.708
O 2.6998 1.7781 3.6398 -0.067 -0.148 -0.045
O 2.4619 1.8883 1.1502 -0.134 0.207 0.028
O 0.9168 0.3207 2.5518 0.813 0.402 0.433
P -1.4021 2.8545 2.5455 -0.339 0.320 1.104
O -1.9139 3.4438 4.0292 -0.007 -0.179 -0.129
O -1.9327 3.8297 1.5799 0.255 -0.011 -0.053
O -1.7447 1.3824 2.5851 -0.500 1.074 1.009
H 1.2242 2.4230 4.9443 0.013 -0.011 -0.011
H 0.1217 1.3144 4.3872 -0.025 0.040 0.033
H -0.4463 2.7936 4.9520 0.027 0.026 0.026
H 1.9810 4.3153 3.5189 0.006 0.012 0.001
H 0.3214 4.9551 3.6413 0.012 0.024 0.000
H 1.0419 4.6587 2.0578 -0.002 -0.007 -0.001
H 3.5782 1.9251 3.2764 0.084 0.054 -0.016
H -2.4771 4.1981 3.8291 -0.025 0.092 0.021
O 0.5881 -0.0860 -0.5624 1.185 -0.064 -1.392
As 1.8482 0.2855 -1.5745 0.172 -0.281 -0.368
C 1.1903 0.1428 -3.3762 -0.086 0.019 0.032
C 2.0562 0.0452 -4.4621 0.013 0.008 0.028
C 1.5469 0.0504 -5.7505 0.006 -0.010 -0.008
C 0.1777 0.1796 -5.9542 -0.014 0.021 0.015
C -0.6814 0.2986 -4.8722 0.018 -0.016 -0.001
C -0.1777 0.2770 -3.5781 -0.002 -0.048 0.019
C 3.1496 -1.1000 -1.2746 -0.061 -0.020 0.106
C 3.2644 -2.1950 -2.1217 0.014 0.034 -0.021
C 4.0851 -3.2580 -1.7658 0.011 -0.019 0.007
C 4.7761 -3.2303 -0.5633 -0.004 0.009 0.004
C 4.6465 -2.1427 0.2923 -0.008 0.006 -0.009
C 3.8305 -1.0782 -0.0575 -0.020 0.025 -0.020
C 2.8078 1.9533 -1.6531 -0.045 -0.022 0.189
C 4.1960 1.9237 -1.6504 -0.049 -0.003 -0.030
C 4.9049 3.1074 -1.8021 0.014 0.022 -0.006
C 4.2269 4.3078 -1.9483 -0.014 -0.024 0.012
C 2.8381 4.3253 -1.9579 -0.002 -0.009 -0.002
C 2.1196 3.1484 -1.8168 -0.020 0.011 0.010
H 3.1268 -0.0256 -4.3038 0.005 0.012 -0.011
H 2.2173 -0.0339 -6.5960 -0.001 0.005 -0.003
H -0.2171 0.2031 -6.9619 0.004 -0.016 -0.005
H -1.7461 0.4140 -5.0285 -0.001 0.004 -0.002
H -0.8438 0.3731 -2.7289 -0.005 0.013 0.004
H 2.7146 -2.2247 -3.0545 -0.005 -0.010 -0.005
H 4.1793 -4.1104 -2.4262 -0.002 0.001 -0.005
H 5.4130 -4.0614 -0.2884 0.001 0.000 0.002
H 5.1726 -2.1289 1.2380 0.004 -0.001 -0.002
H 3.6996 -0.2331 0.6106 0.006 -0.004 0.017
H 4.7287 0.9902 -1.5280 0.025 0.004 0.007
H 5.9872 3.0887 -1.8023 0.002 -0.002 0.011
H 4.7801 5.2322 -2.0545 0.006 -0.002 -0.014
H 2.3065 5.2610 -2.0729 -0.004 0.002 -0.001
H 1.0376 3.1719 -1.8154 0.012 0.009 0.012
O -1.0994 2.8089 -1.5488 0.083 0.216 -0.179
N -1.1080 2.1584 -0.5266 -0.193 0.661 -0.568
O -0.1717 2.2712 0.3273 -0.054 1.206 -0.732
O -2.0085 1.3166 -0.2969 -0.846 0.921 -1.112
```
Forces are in eV/Å.

Summary:
total charge: 0
electronic energy: -6168.6598 a.u.
spin multiplicity: 1
energy above the lowest of the compared OMol25 structures with the same formula, charge and spin: 223.5 kJ/mol
orbital gap: 8.9 eV
HOMO: -8.54 eV


2.
The following is a DFT calculation (ωB97M-V/def2-TZVPD) of a single C3H6N2O3 molecule in a non-equilibrium geometry.

```
14
Properties=species:S:1:pos:R:3:forces:R:3
C 0.3333 0.7472 0.2276 2.017 1.176 2.811
C 0.8679 -0.1912 1.3296 1.036 -0.357 2.251
C -0.4742 0.0219 -2.0565 3.314 5.134 -1.996
H -1.8930 -1.5265 -0.3097 1.025 2.732 0.698
H -2.6141 -0.0455 -0.0464 0.235 1.097 -0.773
H -0.1308 1.4685 0.9601 -0.113 0.035 -1.459
H 1.1411 1.2327 -0.3028 0.091 -0.050 -0.226
H -1.0682 -0.4506 1.6216 2.378 -0.145 1.400
H -1.2158 -0.6823 -2.4974 0.552 0.360 0.428
N -1.7073 -0.4835 -0.0089 0.892 -3.249 -0.468
N -0.5173 0.1134 -0.6392 -4.527 -2.315 -3.536
O -0.1740 -0.4805 2.2120 -0.749 -0.254 -2.352
O 2.0288 -0.4530 1.6155 -2.485 0.507 -1.017
O 0.2691 0.8243 -2.8142 -3.667 -4.671 4.239
```
Forces are in eV/Å.

Summary:
total charge: 0
electronic energy: -453.0711 a.u.
SMILES: NN(C=O)CC(=O)O
spin multiplicity: 1
energy above the lowest of the compared OMol25 structures with the same formula, charge and spin: 341.1 kJ/mol
orbital gap: 9.9 eV
HOMO: -9.80 eV


3.
The following is a DFT calculation (ωB97M-V/def2-TZVPD) of 2 unconnected molecules or ions with the total composition C2HClF2S in a non-equilibrium geometry.

```
7
Properties=species:S:1:pos:R:3:forces:R:3
C -0.2650 0.7603 0.7105 0.588 -0.041 0.156
C -1.3126 0.0887 1.0757 -1.228 -0.766 0.428
F -2.3089 -0.2649 0.2351 0.752 0.212 1.080
F -1.4911 -0.3146 2.3621 -0.174 0.348 -1.482
S 1.1171 1.3854 0.4111 0.066 0.248 -0.143
Cl 1.8746 -0.3221 -2.7650 0.720 -1.430 0.973
H 2.3858 -1.3328 -2.0296 -0.723 1.430 -1.011
```
Forces are in eV/Å.

Summary:
total charge: 0
electronic energy: -1134.8333 a.u.
SMILES: FC(F)=C=S.Cl
spin multiplicity: 1
energy above the lowest of the compared OMol25 structures with the same formula, charge and spin: 160.4 kJ/mol
orbital gap: 7.5 eV
HOMO: -8.77 eV


4.
The following is a DFT calculation (ωB97M-V/def2-TZVPD) of a gas-phase ion, C3H8IN2O (charge +1) in a non-equilibrium geometry.

```
15
Properties=species:S:1:pos:R:3:forces:R:3
C 0.0283 1.4524 0.0781 -0.055 0.611 -0.666
C -0.8611 -1.9616 -0.7038 -0.463 2.881 -1.998
C 0.1346 -0.0156 0.5424 2.016 0.371 2.313
N 0.4167 2.4149 0.9467 0.990 1.048 -0.460
N 0.0178 -0.7658 -0.6441 3.639 -1.376 -3.458
O -0.4692 1.5343 -1.0654 0.733 1.142 1.854
I 1.9980 -0.6192 1.6877 -1.128 0.548 -0.777
H -0.6438 -2.3826 0.1813 0.369 -2.731 2.695
H -1.8344 -1.5206 -0.6869 -0.965 -0.292 -0.022
H -0.6871 -2.4808 -1.6355 0.108 -0.385 0.202
H -0.6054 -0.2841 1.2605 -0.775 0.074 0.399
H 1.1919 2.2040 1.5780 -0.681 -0.672 0.040
H 0.5393 3.4368 0.7373 -0.976 -1.521 -0.573
H -0.2479 0.0576 -1.2841 -0.482 -0.486 -0.453
H 1.0224 -1.0697 -0.9922 -2.330 0.786 0.904
```
Forces are in eV/Å.

Summary:
total charge: +1
electronic energy: -601.2856 a.u.
SMILES: C[NH2+][C@@H](I)C(N)=O
spin multiplicity: 1
energy above the lowest of the compared OMol25 structures with the same formula, charge and spin: 35.8 kJ/mol
orbital gap: 9.5 eV
HOMO: -14.28 eV


5.
The following is a DFT calculation (ωB97M-V/def2-TZVPD) of a single C11H14Si molecule in a non-equilibrium geometry.

```
26
Properties=species:S:1:pos:R:3:forces:R:3
C 3.4396 0.6639 -0.1189 0.017 0.196 0.013
C 3.5242 -0.7130 0.0073 0.017 -0.194 0.015
C 2.2043 1.2852 -0.1132 0.101 0.018 -0.028
C 2.3692 -1.4652 0.1262 0.215 0.049 -0.001
C 1.0338 0.5412 0.0084 0.349 -0.288 -0.004
C 1.1235 -0.8560 0.1178 0.049 0.200 -0.030
C -0.3114 1.1303 0.0452 -0.790 0.016 0.058
C -0.5738 2.4287 0.1813 -0.016 -0.055 -0.013
C -0.1271 -1.6670 0.2250 -2.024 1.457 -0.272
C -2.4746 -0.3747 -1.7232 0.299 0.070 0.664
C -2.8782 -0.2058 1.4105 0.436 0.068 -0.566
Si -1.6287 -0.2321 -0.0223 1.535 -1.563 0.187
H 4.3393 1.2547 -0.2162 0.049 0.041 -0.016
H 4.4872 -1.2038 0.0100 0.074 -0.001 0.001
H 2.1510 2.3602 -0.2120 -0.006 0.074 -0.017
H 2.4302 -2.5401 0.2355 0.009 -0.063 -0.036
H -1.5865 2.7925 0.2394 -0.245 0.062 -0.035
H 0.1869 3.1914 0.2554 0.215 0.095 0.037
H -0.1559 -2.4380 -0.5411 -0.078 -0.117 -0.063
H -0.2006 -2.1506 1.1976 -0.084 -0.054 0.095
H -2.9077 -1.3601 -1.8633 -0.096 -0.192 0.035
H -3.2704 0.3568 -1.8287 -0.137 0.155 0.024
H -1.7636 -0.2067 -2.5265 0.184 0.022 -0.056
H -3.6815 0.4927 1.1975 -0.167 0.150 -0.034
H -3.3225 -1.1835 1.5690 -0.065 -0.195 -0.063
H -2.4067 0.0993 2.3392 0.160 0.051 0.105
```
Forces are in eV/Å.

Summary:
total charge: 0
electronic energy: -717.0542 a.u.
SMILES: C=C1c2ccccc2C[Si]1(C)C
spin multiplicity: 1
energy above the lowest of the compared OMol25 structures with the same formula, charge and spin: 0.0 kJ/mol
orbital gap: 9.1 eV
HOMO: -8.36 eV


6.
The following is a DFT calculation (ωB97M-V/def2-TZVPD) of a molecular structure, C23H26FN4O5PtS2.

```
62
Properties=species:S:1:pos:R:3:forces:R:3
Pt 0.5959 -0.0953 -0.1748 0.072 0.825 0.099
F -2.5682 -5.8695 -0.6547 0.026 -0.007 -0.032
C -2.1012 -4.6669 -0.2200 0.064 0.098 0.024
C -0.9384 -4.6239 0.5239 -0.094 -0.142 -0.022
C -0.4863 -3.3995 0.9830 -0.091 0.247 -0.059
C -1.1829 -2.2062 0.7163 -0.281 -0.441 0.175
C -0.7384 -0.9344 1.2752 0.307 0.188 -0.327
C -2.3400 -2.3000 -0.0792 0.204 0.071 0.087
C -2.7977 -3.5192 -0.5461 -0.060 -0.189 -0.047
H -0.4105 -5.5422 0.7478 0.007 0.002 -0.018
H 0.4244 -3.3470 1.5678 -0.001 -0.023 0.028
H -0.1349 -1.0317 2.1748 -0.082 -0.017 0.055
H -1.5289 -0.1958 1.3824 -0.075 -0.069 0.080
H -2.8741 -1.3908 -0.3309 -0.034 -0.003 0.031
H -3.6920 -3.6019 -1.1515 -0.002 0.052 0.006
O 7.9020 -3.3371 0.3068 0.054 -0.105 -0.009
C 7.4750 -2.6068 1.3713 0.114 -0.122 0.031
O 8.1387 -2.6119 2.3746 0.013 0.020 -0.001
C 6.2244 -1.8404 1.1975 -0.241 0.255 0.068
C 5.3003 -2.0654 0.1730 0.134 -0.084 0.072
C 4.1684 -1.2856 0.0519 -0.134 0.030 0.040
C 3.9284 -0.2332 0.9455 0.181 -0.111 -0.142
S 2.5924 0.8622 0.7789 -0.547 0.121 0.058
C 4.8404 -0.0268 1.9939 -0.058 -0.054 -0.172
C 5.9586 -0.8198 2.1177 0.140 -0.159 -0.054
H 7.3159 -3.2001 -0.4445 -0.053 0.065 -0.015
H 5.4367 -2.8804 -0.5322 -0.033 0.007 -0.015
H 3.4441 -1.4714 -0.7323 0.025 -0.029 -0.029
H 4.6487 0.7775 2.6918 0.013 -0.020 0.042
H 6.6627 -0.6714 2.9257 0.006 0.037 0.001
C 0.9518 -1.4504 -6.4690 0.008 0.045 0.126
C 0.8429 -1.0345 -5.0038 -0.152 -0.006 -0.170
C 0.0000 -1.9777 -4.0961 0.217 -0.124 -0.015
C 0.5472 -3.4083 -4.1107 -0.123 -0.090 0.050
C -0.1808 -4.3199 -3.1262 0.096 0.066 -0.078
C -1.4303 -1.9828 -4.6070 0.037 0.027 0.045
O -1.7893 -2.6289 -5.5741 -0.008 -0.036 0.050
N -2.2931 -1.1708 -3.9347 0.025 0.036 0.010
C -1.9851 -0.3203 -2.8447 -0.210 -0.173 -0.157
O -2.8539 0.4782 -2.5170 0.244 0.078 0.075
N -0.7887 -0.4788 -2.2487 0.337 0.071 0.344
C 0.1205 -1.3554 -2.7084 -0.270 0.201 -0.131
O 1.1462 -1.5719 -2.0487 0.141 -0.203 -0.008
H 1.4233 -0.6483 -7.0395 0.032 -0.024 -0.013
H -0.0286 -1.6493 -6.8974 0.007 -0.028 -0.043
H 1.5648 -2.3447 -6.5786 -0.028 -0.026 -0.037
H 0.3975 -0.0350 -4.9450 0.067 0.011 0.026
H 1.8392 -0.9784 -4.5609 -0.031 0.041 0.073
H 1.6093 -3.3802 -3.8623 0.008 0.085 -0.041
H 0.4353 -3.8000 -5.1220 0.034 0.022 -0.014
H -0.0121 -3.9934 -2.1000 -0.027 -0.025 0.016
H 0.1798 -5.3445 -3.2257 -0.022 -0.021 0.057
H -1.2562 -4.3275 -3.3143 -0.009 -0.021 0.003
H -3.2389 -1.1160 -4.2796 -0.027 0.072 -0.043
N -0.9502 3.0663 -2.2802 -0.246 -0.381 -0.453
C -0.0194 2.6882 -1.3853 0.402 0.592 0.417
N 1.2697 2.7623 -1.7662 -0.131 -0.062 0.027
S -0.4573 2.3530 0.2107 0.185 -0.517 -0.126
H -0.6769 3.0917 -3.2517 0.017 0.034 -0.012
H -1.8548 2.6389 -2.1313 -0.126 -0.007 0.082
H 1.5108 2.7611 -2.7437 -0.009 -0.036 0.013
H 1.9625 2.4096 -1.1129 -0.012 -0.048 -0.027
```
Forces are in eV/Å.

Summary:
total charge: -1
electronic energy: -2503.0134 a.u.
spin multiplicity: 3
orbital gap (alpha / beta): 5.6 / 7.0 eV
HOMO (alpha / beta): -3.47 / -4.81 eV


Question: What is the electronic energy in the second record?
Answer: -453.0711 a.u.